Entry 1:
Density functional theory data (ωB97M-V/def2-TZVPD) for C25H49CrNOP3 as an isolated structure in a non-equilibrium geometry.

Spin multiplicity: 5
Gap between HOMO and LUMO (alpha / beta): 6.256 / 8.244 eV
Net charge: +1
Total energy: -86538.90161 eV

XYZ file:
```
80
Properties=species:S:1:pos:R:3:forces:R:3:mulliken_spin:R:1
Cr 0.0845 -0.0252 -0.5774 -0.63 0.25 0.39 4.01
P 0.2462 -1.9675 -1.9059 -0.01 -1.38 -0.31 -0.10
P 0.3251 2.3518 0.0467 -0.07 1.66 0.49 -0.19
N 0.6197 0.8573 -2.4910 0.16 1.25 -2.33 0.01
C 1.1733 -1.4181 -3.3721 0.08 -0.31 -0.67 0.05
H 2.0684 -2.0445 -3.4502 -0.11 0.12 -0.15 0.00
H 0.5649 -1.6160 -4.2638 0.18 0.04 0.14 0.00
C 1.5655 0.0488 -3.3316 -0.05 0.92 -0.03 0.00
H 2.5859 0.1994 -2.9447 -0.36 -0.09 0.07 0.00
H 1.5492 0.4754 -4.3487 0.18 -0.25 0.24 0.00
C 0.9400 2.3446 -2.6151 0.03 -0.61 -0.49 0.02
H 0.0272 2.8778 -2.9380 0.40 -0.26 0.19 0.00
H 1.6958 2.4832 -3.4063 -0.33 -0.02 0.19 0.00
C 1.4551 2.8923 -1.3017 -0.01 0.02 0.04 0.01
H 1.4967 3.9919 -1.3294 0.09 -0.37 -0.05 0.00
H 2.4683 2.5249 -1.0862 -0.19 0.02 -0.04 0.00
C 1.2452 3.1576 1.4610 0.06 0.29 -0.28 0.00
C 2.3065 2.1938 1.9939 0.07 -0.13 0.16 0.03
H 3.0697 1.9705 1.2375 -0.15 0.03 0.15 0.00
H 1.8581 1.2443 2.3208 0.18 0.36 -0.04 0.01
H 2.8199 2.6435 2.8571 -0.12 -0.12 -0.24 0.00
C -1.1395 3.4616 -0.3247 0.45 0.01 -0.24 0.06
C -2.2835 3.2477 0.6690 -0.36 -0.10 0.28 0.01
H -3.1952 2.9634 0.1312 0.09 0.03 0.22 0.00
H -2.5085 4.1677 1.2262 0.11 -0.31 -0.12 0.00
H -2.0641 2.4610 1.4045 -0.10 0.29 -0.16 0.00
C -1.3863 -2.5571 -2.5832 0.06 0.07 -0.30 0.03
C -2.1513 -3.3963 -1.5674 -0.28 0.05 0.17 0.01
H -3.1962 -3.5048 -1.8944 0.30 -0.03 0.05 0.00
H -2.1719 -2.9151 -0.5863 0.03 -0.16 -0.37 -0.01
H -1.7223 -4.4067 -1.4781 -0.10 0.33 0.06 0.00
C 1.3107 -3.3730 -1.2952 -0.09 -0.02 -0.31 0.01
C 0.9783 -3.7822 0.1383 0.17 -0.08 0.21 -0.03
H 1.7697 -4.4493 0.5151 -0.28 0.11 -0.12 0.00
H 0.0187 -4.3173 0.2068 0.32 0.21 -0.02 0.00
H 0.9527 -2.9110 0.8107 -0.04 -0.32 -0.33 0.04
C 1.8697 -0.3707 -0.0647 6.42 -0.77 1.48 0.03
O 3.0212 -0.5203 0.1498 -4.27 0.38 -0.84 0.19
C -0.7661 4.9502 -0.4920 -0.08 0.22 -0.22 0.00
H 0.2705 5.1830 -0.2169 -0.28 -0.02 0.00 0.00
H -0.9082 5.2558 -1.5370 0.13 0.05 0.26 0.00
H -1.4193 5.5864 0.1199 0.20 -0.15 -0.17 0.00
C -1.3463 -3.2852 -3.9390 0.02 -0.07 -0.15 0.00
H -2.0582 -4.1232 -3.9233 0.24 0.21 -0.09 0.00
H -1.6528 -2.6155 -4.7516 0.18 -0.20 0.09 0.00
H -0.3534 -3.6888 -4.1694 -0.27 0.01 -0.05 0.00
C 1.4150 -4.5958 -2.2140 0.13 -0.16 0.14 0.01
H 2.0906 -5.3179 -1.7332 -0.15 0.09 -0.20 0.00
H 0.4513 -5.1019 -2.3650 0.22 0.20 0.04 0.00
H 1.8486 -4.3470 -3.1899 -0.18 -0.05 0.13 0.00
C 0.3659 3.7320 2.5706 -0.08 0.06 0.25 0.00
H -0.2834 2.9746 3.0278 0.20 0.24 -0.20 0.00
H 1.0126 4.1219 3.3703 -0.13 -0.09 -0.18 0.00
H -0.2547 4.5684 2.2265 0.11 -0.23 0.00 0.00
H 1.7764 3.9966 0.9765 -0.17 -0.16 0.26 0.00
H 2.3054 -2.8917 -1.2761 -0.24 -0.06 0.00 0.00
H -1.4661 3.0873 -1.3118 0.06 0.05 0.41 0.00
H -1.9135 -1.5953 -2.7171 0.13 -0.37 0.17 0.00
H -0.3081 0.7534 -2.9345 0.60 -0.04 0.32 0.01
H -1.3746 0.0319 -1.1517 -1.12 0.14 -0.47 -0.15
C -1.5401 -2.5351 1.8188 -0.05 -0.18 0.29 0.00
P -1.1434 -0.8388 1.1954 -0.87 -0.63 2.02 -0.19
C -2.8447 -0.1697 1.2027 -0.17 0.24 -0.07 0.06
C -0.3185 -0.2582 2.7452 -0.37 -0.09 0.16 0.02
C 0.8970 -0.8832 3.0862 -0.31 0.24 0.51 0.03
C 1.4877 -0.6267 4.3260 -0.12 -0.03 -0.15 0.00
C 0.9115 0.3040 5.1968 -0.13 -0.03 -0.12 0.00
C -0.2729 0.9557 4.8358 0.18 -0.19 0.12 0.00
C -0.9112 0.6589 3.6285 0.54 -0.49 0.01 0.00
H -2.1130 -3.1468 1.1139 0.19 0.24 0.31 0.00
H -2.1447 -2.3923 2.7220 0.07 -0.05 -0.12 0.00
H -0.6367 -3.0806 2.1036 -0.23 0.16 -0.03 0.00
H -3.4776 -0.8925 0.6628 0.22 0.21 0.19 0.00
H -3.2502 -0.0125 2.2103 0.06 -0.18 -0.22 0.00
H -2.8690 0.7685 0.6417 -0.07 -0.32 0.17 -0.02
H 1.3681 -1.6068 2.4160 -0.18 0.22 0.17 0.01
H 2.3838 -1.1805 4.6179 -0.24 0.30 -0.10 0.00
H 1.3741 0.4948 6.1701 -0.20 -0.01 -0.40 0.00
H -0.7213 1.6715 5.5231 0.08 -0.14 -0.15 0.00
H -1.8778 1.1078 3.4014 0.28 -0.04 0.03 0.00
```
Positions in Å, forces in eV/Å.

***

Entry 2:
Density functional theory data (ωB97M-V/def2-TZVPD) for C25H50AlBN3O5 as an isolated structure in a non-equilibrium geometry.

Spin multiplicity: 1
Gap between HOMO and LUMO: 6.726 eV
Net charge: -1
Total energy: -48719.51164 eV

XYZ file:
```
85
Properties=species:S:1:pos:R:3:forces:R:3:mulliken_charge:R:1
C 5.8041 1.9919 1.8173 0.65 -0.29 -0.11 -1.03
C 5.7755 2.6773 0.4554 -0.23 0.81 0.71 -0.43
C 4.3642 3.1014 -0.0056 0.61 -0.50 -0.36 -0.93
C 3.9379 2.2841 -1.2262 -0.45 -0.55 1.02 -0.84
C 3.7766 0.8011 -0.8081 -0.52 0.64 0.03 -0.13
C 2.5292 0.1775 -1.4467 1.51 -0.14 0.54 -1.20
C 2.4312 -1.3538 -1.3500 0.11 0.98 -0.41 0.17
O 1.2725 -1.6934 -2.0640 0.19 -0.52 0.45 -0.81
Al -0.0730 -1.5212 -0.8706 -0.97 0.06 -0.06 0.08
C -1.4534 -0.0403 -1.1656 1.39 0.42 0.10 -0.09
C -0.9983 1.1260 -2.0743 -0.15 -0.80 -0.59 -0.40
C -2.0005 1.6001 -3.1536 0.02 0.40 0.75 -1.15
C -3.4697 1.6656 -2.7393 -0.12 0.57 -0.65 -0.79
C -3.8691 2.9348 -1.9920 -0.31 -0.65 0.48 -0.97
C -3.2092 3.0763 -0.6100 -0.99 0.79 -0.66 0.80
C -4.0902 3.9096 0.3256 0.24 0.10 0.64 -1.26
C -3.9491 3.4410 1.7898 -0.79 -0.02 -1.20 -0.94
C -4.7378 2.1246 1.9373 0.57 -0.08 0.82 -0.61
C -3.9948 1.0486 2.7520 0.00 0.25 -0.90 -0.85
O -3.5925 -0.0083 1.8873 -0.38 -0.39 0.54 -0.17
C -3.8892 -1.2791 2.4825 0.34 0.98 -0.69 -0.48
B -1.2790 -3.2097 -0.3731 0.44 -0.13 -0.73 0.88
O -1.4447 -3.4666 0.9922 -0.59 -0.15 -0.26 -0.72
N -1.9739 -4.1404 -1.3029 -0.85 -0.17 1.81 -0.24
C -2.7517 -5.1265 -0.5054 -0.03 -0.04 -1.32 -1.03
C -2.9869 -3.3791 -2.0463 0.51 -0.04 -0.14 -0.97
O 1.0418 -1.3866 0.5509 0.36 0.00 -0.86 -0.70
C 2.2975 -1.8883 0.1107 -4.06 2.73 2.44 0.57
N 2.0956 -3.3873 0.1488 1.84 -0.78 -1.22 -0.54
C 2.7134 -4.0300 -0.6916 1.56 -1.17 -1.22 0.80
O 3.3702 -4.6828 -1.4665 -2.07 1.56 2.11 -0.62
N 3.2737 -1.3643 1.0508 1.70 -2.11 -2.56 0.11
C 3.9753 -2.1642 1.7392 0.51 0.35 0.71 0.64
C 5.4705 -2.3036 1.4648 -0.29 0.81 1.70 -1.00
C 3.4644 -2.9886 2.8846 -0.40 -1.05 -0.97 -1.53
H 6.8402 1.7304 2.0388 0.12 -0.05 0.16 0.36
H 5.2519 1.0571 1.8338 -0.32 -0.03 -0.03 0.05
H 5.4709 2.6304 2.6306 -0.26 0.13 0.00 0.36
H 6.3688 3.5858 0.5610 0.30 0.03 -0.14 0.38
H 6.2877 2.0398 -0.2584 -0.11 -0.06 -0.32 0.35
H 4.2991 4.1695 -0.2000 0.19 0.19 -0.11 0.41
H 3.6925 2.9071 0.8265 -0.36 -0.06 -0.01 0.46
H 2.9479 2.6199 -1.5251 -0.03 0.21 -0.45 0.39
H 4.6571 2.3866 -2.0336 -0.03 0.21 -0.27 0.34
H 4.6739 0.2056 -0.9655 0.11 -0.07 -0.19 0.46
H 3.6083 0.8029 0.2601 0.11 -0.14 0.21 0.17
H 2.5877 0.3843 -2.5126 -0.37 0.01 -0.24 0.42
H 1.6664 0.6737 -1.0143 -0.33 -0.08 -0.07 -0.04
H 3.3620 -1.6815 -1.8335 -0.06 -0.69 -0.01 0.68
H -2.3415 -0.5505 -1.5265 -0.21 0.04 -0.08 0.05
H -1.6612 0.3649 -0.1739 -0.39 -0.17 0.17 -0.14
H -0.6402 1.9736 -1.4955 -0.11 0.13 0.27 0.39
H -0.1217 0.7777 -2.6211 0.20 0.20 -0.19 0.38
H -1.8964 1.0156 -4.0635 0.01 -0.32 -0.02 0.40
H -1.7159 2.6218 -3.4228 0.05 0.08 -0.26 0.31
H -3.8077 0.8144 -2.1557 0.24 -0.25 0.10 0.35
H -4.0568 1.6482 -3.6606 -0.16 -0.07 -0.09 0.35
H -3.7532 3.8249 -2.6078 0.31 0.16 -0.08 0.29
H -4.9432 2.8629 -1.8100 -0.21 -0.01 -0.06 0.45
H -2.2647 3.5916 -0.7560 0.42 -0.30 0.35 0.38
H -3.0880 2.0895 -0.1758 0.37 -0.18 -0.04 -0.45
H -3.8783 4.9734 0.2313 0.16 0.16 -0.02 0.50
H -5.1460 3.8029 0.0808 -0.14 -0.05 -0.25 0.35
H -2.8925 3.3015 1.9941 0.13 0.03 0.34 0.39
H -4.3939 4.1956 2.4312 0.29 0.14 0.36 0.45
H -5.6884 2.3129 2.4296 -0.20 0.20 -0.01 0.53
H -4.9763 1.7054 0.9654 0.09 -0.15 -0.16 0.33
H -3.0958 1.4851 3.1881 0.06 0.01 0.28 0.35
H -4.6360 0.6782 3.5485 -0.04 -0.19 0.17 0.52
H -3.4124 -1.3141 3.4597 -0.01 -0.39 0.20 0.39
H -3.4932 -2.0315 1.8118 0.06 -0.24 0.05 -0.24
H -4.9717 -1.3726 2.5624 -0.15 -0.25 0.20 0.36
H -1.2358 -2.6448 1.4382 0.63 -0.07 0.28 0.23
H -3.2622 -5.7901 -1.2097 -0.02 -0.16 -0.02 0.33
H -3.5377 -4.6174 0.0573 0.03 -0.14 0.45 0.29
H -2.1140 -5.7398 0.1155 0.10 0.11 0.33 0.27
H -3.6547 -4.0793 -2.5457 -0.09 -0.02 -0.19 0.38
H -3.5888 -2.7574 -1.3735 -0.24 0.07 -0.03 0.23
H -2.5351 -2.7238 -2.7849 0.13 0.07 -0.09 0.18
H 5.8766 -1.2959 1.4452 0.24 0.09 -0.53 0.19
H 5.6271 -2.8487 0.5430 -0.05 0.07 -0.27 0.23
H 5.9566 -2.8122 2.2975 0.19 -0.24 -0.09 0.42
H 3.9479 -2.7272 3.8201 0.12 0.28 0.10 0.47
H 3.7234 -4.0289 2.6742 0.04 -0.21 0.18 0.33
H 2.3856 -2.9248 2.9425 -0.16 0.15 0.17 0.35
```
Positions in Å, forces in eV/Å.

***

Q: The lowest net charge belongs to which entry?
A: C25H50AlBN3O5